Entry from the Open Molecules 2025 dataset: C9H11N3S in the gas phase at a distorted geometry (ωB97M-V with the def2-TZVPD basis set).

Charge: 0
Orbital gap, eV: 8.49
SMILES: Cc1ccccc1/C=N\NC(N)=S
Relative energy (zero: lowest compared OMol25 entry of this formula, charge and spin), kJ/mol: 89.3
Molar mass, g/mol: 193.27
Largest force on an atom, eV/A: 3.86
LUMO energy, eV: 0.474

Geometry as XYZ:
```
24
Properties=species:S:1:pos:R:3:forces:R:3
C 1.634371 2.171731 0.625730 2.2 0.5 1.0
C 1.670405 0.701050 0.217668 -1.2 1.7 -0.5
C 2.696358 -0.196026 0.546842 -3.1 -1.0 -2.0
C 2.643504 -1.501809 0.046354 -2.4 1.4 -1.8
C 1.531136 -1.788275 -0.840685 2.5 -0.7 -0.7
C 0.526014 -0.858308 -1.175620 0.8 -1.6 0.9
C 0.562743 0.400892 -0.594748 -0.4 0.0 0.1
C -0.590913 1.391981 -0.897924 2.8 0.3 -1.6
N -1.805747 1.183791 -0.712992 -1.2 -0.4 1.9
N -2.053534 0.172508 0.201957 -1.0 -0.7 -0.6
C -3.312300 -0.383626 0.232655 -0.9 0.7 0.0
N -3.373575 -1.559295 0.892375 0.1 -1.4 1.2
S -4.681609 0.292605 -0.323232 -0.6 0.5 -0.8
H 0.790578 2.411194 1.292135 0.5 -0.3 0.1
H 2.649406 2.415474 1.116234 -1.7 -0.1 -0.4
H 1.525253 2.902537 -0.204630 0.2 -0.8 0.2
H 3.452513 0.173490 1.104260 2.5 0.9 1.8
H 3.456982 -2.186550 0.121613 0.3 -0.4 0.3
H 1.723122 -2.693921 -1.516981 -1.0 1.1 1.3
H -0.276188 -1.269639 -1.772110 -0.1 0.6 -0.4
H -0.405453 2.306591 -1.504525 0.2 -0.8 0.3
H -1.322756 -0.499202 0.373400 0.5 0.0 0.0
H -4.294597 -1.996665 1.090824 1.0 1.0 -0.5
H -2.745708 -1.590523 1.681405 0.2 -0.5 0.1
```
Forces are in eV/Å.


Entry from the Open Molecules 2025 dataset: a gas-phase ion, C9H11N4 (charge +1) (ωB97M-V with the def2-TZVPD basis set).

Charge: +1
Orbital gap, eV: 8.32
SMILES: Cc1ccccc1Cn1cnn[nH+]1
Relative energy (zero: lowest compared OMol25 entry of this formula, charge and spin), kJ/mol: 206.7
Molar mass, g/mol: 175.22
Largest force on an atom, eV/A: 0.77
LUMO energy, eV: -4.532

Geometry as XYZ:
```
24
Properties=species:S:1:pos:R:3:forces:R:3
C -2.289191 0.236489 -0.723489 0.0 0.0 0.0
C -0.931984 -0.308626 -1.071516 0.1 0.1 0.0
C -0.876611 -1.421051 -1.911672 0.0 -0.1 0.0
C 0.318036 -2.014021 -2.266849 0.1 0.2 0.1
C 1.517970 -1.481803 -1.802081 -0.1 -0.2 0.0
C 1.490178 -0.380637 -0.976593 0.0 0.1 0.0
C 0.279132 0.215811 -0.612465 0.0 -0.2 -0.1
C 0.345240 1.402857 0.292922 -0.1 0.4 -0.1
N 0.481996 0.978051 1.711759 -0.5 -0.4 0.4
C 0.101080 -0.140714 2.324890 0.6 0.0 -0.2
N 0.461217 -0.085312 3.605756 -0.2 0.0 0.4
N 1.009447 1.078651 3.820169 -0.1 0.1 -0.3
N 0.998619 1.717644 2.685389 0.3 0.0 0.1
H -2.277181 1.093418 -0.056280 0.0 0.1 0.1
H -2.893243 -0.536589 -0.252026 -0.1 0.0 0.0
H -2.811547 0.540767 -1.628177 -0.1 0.0 -0.1
H -1.802738 -1.838155 -2.282071 -0.1 0.0 0.0
H 0.320917 -2.883945 -2.906378 0.0 0.0 -0.1
H 2.460800 -1.931116 -2.074085 0.1 0.0 0.0
H 2.420671 0.040554 -0.617382 0.1 0.0 0.0
H 1.212920 2.023358 0.079366 0.1 0.0 0.0
H -0.540433 2.029090 0.249931 0.0 0.0 -0.1
H -0.360193 -0.989101 1.851422 0.0 0.0 -0.2
H 1.364897 2.654380 2.559461 0.1 0.0 0.0
```
Forces are in eV/Å.


Entry from the Open Molecules 2025 dataset: 2 unconnected molecules or ions with the total composition C9H11N4O at a distorted geometry (ωB97M-V with the def2-TZVPD basis set).

Charge: +1
Orbital gap (spin up / spin down), eV: 7.55 / 7.55
Relative energy (zero: lowest compared OMol25 entry of this formula, charge and spin), kJ/mol: 543.0
Molar mass, g/mol: 191.21
Largest force on an atom, eV/A: 4.62
LUMO energy (spin up / spin down), eV: -5.402 / -5.403

Geometry as XYZ:
```
25
Properties=species:S:1:pos:R:3:forces:R:3
C -0.241062 1.807499 -2.309552 -1.8 3.4 -1.6
C 0.349938 2.309776 -3.485958 -1.9 -0.3 0.1
C -1.277438 -2.130312 1.412967 -2.1 -0.5 -1.7
C -0.508137 -2.023228 2.480941 0.4 -0.7 1.3
C -0.948080 -1.359398 0.049095 0.8 0.7 4.5
C -0.312816 -0.317198 0.587084 -1.3 -2.0 -3.2
C -1.453057 -2.033015 -1.145248 0.9 -1.7 0.7
C 0.688588 -1.059625 2.494209 -0.6 -2.3 -3.3
C 0.390685 1.340152 2.107497 0.4 1.0 0.5
N 0.648066 1.130333 -1.660795 1.2 -1.1 1.7
N 1.550096 1.752025 -3.472460 -1.1 0.3 1.6
N 1.726739 1.120846 -2.338997 2.7 -2.4 0.3
N 0.347350 0.040857 1.582963 0.5 -1.1 1.1
O -1.707306 -3.211626 -1.189894 0.0 0.9 0.4
H -1.074785 2.209998 -1.748741 -0.5 -0.4 -0.6
H -0.025416 2.904484 -4.299231 0.0 0.0 0.0
H -2.181748 -2.807505 1.205869 1.6 0.9 0.9
H -0.629601 -2.682645 3.393306 0.1 0.8 -1.3
H -1.527723 -1.374089 -1.928937 -0.5 1.5 -2.5
H 1.004009 -0.718273 3.394325 0.3 1.5 2.8
H 1.570480 -1.590121 2.131859 0.0 -0.3 -0.3
H -0.073509 1.457698 3.045383 -1.7 -0.2 0.9
H 1.376049 1.529079 2.441979 1.5 0.6 -0.6
H 0.026531 1.992647 1.368354 -0.2 1.2 -0.6
H 2.282147 1.711642 -4.116017 1.1 0.3 -1.2
```
Forces are in eV/Å.


Entry from the Open Molecules 2025 dataset: a molecular structure, C9H11NO4Pd at a distorted geometry (ωB97M-V with the def2-TZVPD basis set).

Charge: +2
2S+1: 3
Orbital gap (spin up / spin down), eV: 8.62 / 4.70
Molar mass, g/mol: 303.61
Largest force on an atom, eV/A: 7.48
<S²>: 2.0084
LUMO energy (spin up / spin down), eV: -9.047 / -12.898

Geometry as XYZ:
```
26
Properties=species:S:1:pos:R:3:forces:R:3
O -0.600375 -0.980213 -2.946299 1.5 1.3 4.4
C -0.240656 -0.652746 -1.902612 -1.7 -1.6 -6.5
Pd 0.142895 -0.045110 -0.080770 -3.2 0.4 1.2
C 1.117036 1.638721 0.008348 2.6 6.5 0.0
C 1.466964 -1.330974 0.516770 4.7 -5.2 2.6
O 1.542480 2.703382 0.124015 -1.6 -4.5 -0.4
O 2.208940 -2.110549 0.933114 -3.1 3.4 -1.9
O -1.731976 1.106323 -0.185643 1.2 -0.4 -0.7
C -2.417208 1.130171 0.871723 -0.6 -0.1 1.6
C -3.822709 1.694959 0.872179 0.4 0.0 -0.7
C -4.892021 0.648101 1.205066 -0.2 -0.2 0.3
C -5.043212 0.427238 2.712675 -0.1 -0.1 -0.1
C -3.807585 -0.196971 3.359943 -0.2 -0.1 0.1
C -2.561675 0.679871 3.320682 -0.3 -0.2 0.7
N -1.892379 0.653917 2.012505 0.2 0.8 -0.8
H -3.854050 2.527439 1.589267 0.1 -0.1 -0.1
H -4.001455 2.099202 -0.128277 0.2 0.0 0.2
H -5.844940 0.984400 0.774395 0.3 0.0 0.1
H -4.646139 -0.305594 0.717560 -0.1 0.2 0.0
H -5.278336 1.382738 3.202548 0.0 -0.2 -0.1
H -5.897685 -0.238086 2.875620 0.1 0.1 0.1
H -4.024771 -0.408234 4.411622 0.0 0.1 -0.1
H -3.593061 -1.162510 2.890314 0.1 0.0 0.1
H -2.827518 1.713450 3.589319 0.2 -0.1 -0.2
H -1.840632 0.324203 4.065306 0.0 0.1 -0.3
H -0.869145 0.557793 2.012243 -0.6 0.1 0.4
```
Forces are in eV/Å.


Entry from the Open Molecules 2025 dataset: a molecular structure, C9H11NO5ReS at a distorted geometry (ωB97M-V with the def2-TZVPD basis set).

Charge: +2
2S+1: 2
Orbital gap (spin up / spin down), eV: 6.44 / 5.23
Relative energy (zero: lowest compared OMol25 entry of this formula, charge and spin), kJ/mol: 186.4
Molar mass, g/mol: 431.46
Largest force on an atom, eV/A: 4.64
<S²>: 0.8006
LUMO energy (spin up / spin down), eV: -10.348 / -11.493

Geometry as XYZ:
```
28
Properties=species:S:1:pos:R:3:forces:R:3
Re 0.793472 0.438084 -0.267875 -3.5 -2.3 2.0
C 0.875428 -2.755086 1.665542 0.9 -0.2 0.1
C 0.795323 -2.680435 0.155340 -3.0 0.3 0.0
C 0.929741 -3.979841 -0.584526 0.8 -0.1 -0.1
O 1.682723 -1.642334 -0.334996 0.2 1.1 0.1
C -0.717041 -2.109559 -0.117728 2.8 -3.4 0.4
O -1.634707 -2.850249 -0.150884 -0.5 1.3 -0.1
O -0.634935 -0.786639 -0.225497 -0.9 2.3 -0.5
H 1.807587 -3.247368 1.955085 0.0 0.1 0.1
H 0.057036 -3.345190 2.071567 -0.1 0.0 -0.1
H 0.870469 -1.760954 2.119047 -0.1 0.0 0.0
H 1.945648 -4.372044 -0.479643 -0.1 -0.1 0.0
H 0.704262 -3.880881 -1.648108 -0.1 0.1 0.0
H 0.242856 -4.709667 -0.163927 -0.1 0.0 0.0
H 2.166905 -1.945513 -1.117692 0.1 0.0 0.0
S -0.519919 1.229409 2.021014 1.2 -0.1 -1.5
C -1.023490 2.362137 0.840638 0.0 -0.2 0.5
C -1.916636 3.416987 1.034081 -0.1 0.0 0.1
C -2.178939 4.263805 -0.037127 0.1 -0.1 -0.2
C -1.539951 4.037082 -1.250379 -0.2 0.2 0.3
C -0.667006 2.952537 -1.379650 0.1 -0.2 0.0
N -0.429557 2.135855 -0.359141 0.2 -0.1 -0.8
H -2.374440 3.563475 2.004119 0.0 0.0 0.0
H -2.874514 5.085423 0.072200 0.0 0.0 0.0
H -1.703025 4.685647 -2.100331 0.0 0.0 0.0
H -0.164625 2.739127 -2.314461 0.0 0.0 0.0
O 2.220868 1.303128 -0.556217 2.2 1.5 -0.1
O 3.286466 1.853062 -0.850451 0.0 -0.1 0.0
```
Forces are in eV/Å.


Entry from the Open Molecules 2025 dataset: a molecular structure, C9H11NO7P2PdS2Se (ωB97M-V with the def2-TZVPD basis set).

Charge: 0
Orbital gap, eV: 6.07
Relative energy (zero: lowest compared OMol25 entry of this formula, charge and spin), kJ/mol: 33.1
Molar mass, g/mol: 556.65
Largest force on an atom, eV/A: 0.73
LUMO energy, eV: -2.518

Geometry as XYZ:
```
34
Properties=species:S:1:pos:R:3:forces:R:3
Pd -0.504494 -0.408329 -0.036282 0.6 0.4 0.0
C -0.506959 3.896761 1.752734 0.0 0.0 0.0
C -1.090625 2.571237 2.228411 0.1 -0.1 0.0
O -1.799318 2.707626 3.454551 0.0 0.0 0.0
P -2.283742 1.906281 1.018330 0.1 0.0 0.3
O -3.149293 0.822789 1.749964 0.0 0.0 0.0
O -3.350273 3.010012 0.661748 -0.1 0.1 0.0
O -1.584271 1.435368 -0.229671 0.0 0.0 -0.1
P 0.221229 1.249110 2.344908 -0.1 0.1 0.1
O 0.602912 1.347328 3.911766 -0.1 0.0 0.0
O -0.572563 -0.050692 2.151641 -0.2 -0.1 0.0
O 1.367921 1.530926 1.466016 0.1 0.0 0.0
H -1.290479 4.654650 1.728408 0.0 0.0 0.0
H -0.047941 3.791331 0.770019 0.0 0.0 0.0
H 0.268352 4.218085 2.448934 0.0 0.0 0.0
H -1.180106 2.535647 4.176321 0.0 0.0 0.0
H -2.548623 0.231598 2.249780 0.0 0.0 0.0
H -3.260634 3.339718 -0.241104 0.0 0.0 0.0
H 1.542132 1.544000 4.013059 0.0 0.0 0.0
S 0.694903 -2.207381 0.302353 0.1 -0.1 -0.1
C 1.457081 -2.532714 -1.216779 0.0 0.0 0.0
C 2.114731 -3.750029 -1.443737 0.0 0.0 0.0
C 2.699220 -3.985443 -2.664333 0.0 -0.1 0.1
C 2.603508 -3.048124 -3.699816 0.0 0.1 -0.1
C 1.926880 -1.870190 -3.508157 0.0 0.0 0.0
C 1.389214 -1.581920 -2.243495 0.0 0.0 0.1
S 0.661202 -0.056672 -1.931207 -0.2 -0.1 0.0
H 2.147673 -4.498198 -0.662300 0.0 0.0 0.0
H 3.209820 -4.923703 -2.836158 0.0 0.0 0.0
H 3.040952 -3.264384 -4.665101 0.0 0.0 0.0
H 1.816291 -1.154939 -4.312979 0.0 0.0 0.0
Se -2.190529 -1.194476 -1.570134 -0.2 -0.1 0.0
C -1.448459 -2.670978 -2.340469 0.0 -0.1 0.0
N -0.955712 -3.594296 -2.827222 0.0 0.0 0.0
```
Forces are in eV/Å.